Formula: C6H9FN3O2
Source: the OMol25 dataset
Level of theory: ωB97M-V with the def2-TZVPD basis set

As for the SMILES: CC(=O)[C@@]1([NH3+])NC(=O)NC=C1F. For the largest force on an atom, the calculation gives 4.45 eV/Å. As for the charge: +1. The calculation puts the LUMO energy at -3.5 eV. The calculation puts the energy at -648.3662 Eh.

Last column: Löwdin charge in e.
Geometry (Å):
C1 1.9697 -0.0629 1.0817  0.010
C2 1.2045 -0.7058 0.1890  -0.179
C3 0.5395 1.8334 1.1493  -0.491
C4 -1.2573 -1.0471 -0.8062  -0.324
C5 -0.0367 -0.0988 -0.5449  -0.311
C6 -2.0360 -1.5252 0.4042  0.053
N1 1.6436 1.1763 1.5177  0.121
N2 -0.3169 1.0651 0.2391  0.155
N3 0.2858 0.3293 -1.9172  0.235
O1 0.0642 2.8721 1.4910  0.144
O2 -1.5834 -1.1810 -1.9303  0.159
F1 1.6502 -1.8195 -0.3922  0.091
H1 2.8414 -0.5180 1.4177  0.135
H2 -1.3496 -1.8176 1.1927  0.102
H3 -2.8783 -2.1221 0.0524  0.112
H4 -2.3998 -0.6194 0.9136  0.104
H5 1.9214 1.5292 2.4778  0.217
H6 -1.2165 1.4026 0.3318  0.119
H7 0.4204 1.4519 -2.0639  0.269
H8 -0.5349 -0.0577 -2.4503  0.130
H9 1.0687 -0.0848 -2.3531  0.148

***

Formula: C2H3N3O
Source: the OMol25 dataset
Level of theory: ωB97M-V with the def2-TZVPD basis set

As for the SMILES: O=c1[nH]cn[nH]1. As for the energy relative to the best compared isomer or geometry (same formula, charge and spin): 49.3 kcal per mole. For the largest force on an atom, the calculation gives 3.95 eV/Å. As for the charge: 0. The calculation puts the LUMO energy at 0.7 eV. The calculation puts the energy at -317.4537 Eh.

Last column: Löwdin charge in e.
Geometry (Å):
O1 -1.7128 1.3957 -0.1744  0.032
C1 -0.7214 0.6875 -0.1227  -0.637
N1 0.5946 0.8744 0.1166  0.130
C2 1.2045 -0.7863 0.0093  0.007
N2 0.1925 -1.5151 -0.1379  0.034
N3 -0.9610 -0.6981 -0.3290  0.050
H1 0.8083 1.8910 0.2375  0.141
H2 2.2902 -0.9216 0.0685  0.105
H3 -1.6949 -0.9275 0.3321  0.137

***

Formula: C44H64N6O5
Source: the OMol25 dataset
Level of theory: ωB97M-V with the def2-TZVPD basis set

As for the SMILES: CNC(C)=O.c1ccncc1.c1ccncc1.c1ccncc1.c1ccncc1.c1ccncc1.C1CCOC1.C1CCOC1.C1CCOC1.C1CCOC1. For the largest force on an atom, the calculation gives 4.13 eV/Å. As for the charge: 0. The calculation puts the LUMO energy at 0.4 eV. The calculation puts the energy at -2419.5067 Eh.

Last column: Löwdin charge in e.
Geometry (Å):
C1 -0.9407 4.2408 -0.7820  -0.171
C2 -2.0308 4.0836 0.2242  -0.192
C3 -2.2883 5.5468 0.6093  -0.179
O1 -1.1276 6.2729 0.1317  -0.136
C4 -0.0486 5.4380 -0.2585  -0.162
H1 -1.3404 4.3704 -1.7878  0.117
H2 -0.3434 3.3296 -0.8157  0.088
H3 -1.7941 3.4036 1.0425  0.092
H4 -2.9099 3.7517 -0.3283  0.109
H5 -2.4519 5.5522 1.6869  0.102
H6 -3.2718 5.8342 0.2373  0.114
H7 0.6642 5.1097 0.4979  0.112
H8 0.5786 5.7690 -1.0862  0.117
C5 -0.6333 0.0391 0.6889  -0.138
C6 0.4854 -0.5052 -0.1702  -0.168
C7 -0.0053 -1.9052 -0.5402  -0.185
O2 -0.9019 -2.2151 0.5009  -0.150
C8 -0.9998 -1.2417 1.4596  -0.219
H9 -1.4903 0.2599 0.0525  0.097
H10 -0.3683 0.9645 1.2001  0.097
H11 1.3855 -0.5587 0.4422  0.091
H12 0.7355 0.1110 -1.0338  0.096
H13 0.8108 -2.6054 -0.7190  0.114
H14 -0.4270 -1.7964 -1.5394  0.091
H15 -0.3106 -1.5151 2.2586  0.106
H16 -2.0377 -1.2245 1.7921  0.108
C9 -4.2223 2.8131 4.0281  -0.157
C10 -2.9071 2.1683 4.5334  -0.139
C11 -2.2917 1.4929 3.3373  -0.191
O3 -3.3531 1.4062 2.3637  -0.190
C12 -4.3842 2.4035 2.5908  -0.186
H17 -4.4077 3.8842 4.1083  0.114
H18 -5.0378 2.2631 4.4977  0.103
H19 -2.9590 1.5020 5.3945  0.111
H20 -2.2371 2.9868 4.7965  0.107
H21 -1.9330 0.4765 3.4996  0.115
H22 -1.5245 2.0888 2.8430  0.101
H23 -5.3887 2.0445 2.3667  0.122
H24 -4.0372 3.2879 2.0564  0.096
C13 3.5383 1.3596 -1.0163  -0.159
C14 4.6393 1.9285 -1.8901  -0.163
C15 4.4224 3.3280 -1.7063  -0.221
O4 3.1430 3.6270 -1.1064  -0.106
C16 2.8368 2.4897 -0.3629  -0.241
H25 3.6954 0.5854 -0.2654  0.088
H26 2.7797 0.9188 -1.6631  0.090
H27 4.4850 1.6228 -2.9249  0.093
H28 5.6255 1.5962 -1.5658  0.120
H29 4.5943 3.8845 -2.6276  0.129
H30 5.1639 3.6814 -0.9898  0.120
H31 1.7538 2.4372 -0.2514  0.110
H32 3.2284 2.6024 0.6481  0.098
C17 2.3896 -1.1836 3.4912  0.024
C18 2.8118 0.2575 3.0698  -0.530
O5 1.9957 1.0545 2.5724  0.013
N1 4.0761 0.5942 3.2548  -0.013
C19 4.6618 1.8866 3.1703  -0.073
H33 2.7569 -1.8170 2.6837  0.070
H34 1.3014 -1.1613 3.5500  0.065
H35 2.9307 -1.4613 4.3957  0.078
H36 4.7665 -0.1212 3.4329  0.133
H37 3.9475 2.7080 3.2265  0.095
H38 5.1553 1.9329 2.1994  0.080
H39 5.4293 2.0182 3.9330  0.087
N2 3.4984 0.5888 -5.1359  0.042
C20 2.3197 1.2146 -5.1860  -0.137
C21 1.1921 0.7149 -4.4541  -0.074
C22 1.2556 -0.4528 -3.7728  -0.096
C23 2.4948 -1.1369 -3.7540  -0.089
C24 3.5924 -0.6047 -4.3797  -0.129
H40 2.2675 2.1097 -5.7882  0.096
H41 0.2244 1.1665 -4.6151  0.084
H42 0.3937 -0.8396 -3.2494  0.075
H43 2.5061 -2.1238 -3.3153  0.091
H44 4.5086 -1.1759 -4.4072  0.088
N3 0.2301 -5.5183 1.3692  0.040
C25 -1.1199 -5.3390 1.5360  -0.127
C26 -2.0054 -6.4147 1.3947  -0.074
C27 -1.5753 -7.7264 1.0881  -0.093
C28 -0.2104 -7.9183 0.9372  -0.065
C29 0.6831 -6.7617 1.0607  -0.119
H45 -1.4370 -4.3284 1.7467  0.084
H46 -3.0672 -6.2427 1.4916  0.091
H47 -2.2483 -8.5697 1.0409  0.100
H48 0.0213 -8.9442 0.6917  0.088
H49 1.7471 -6.8598 0.9037  0.087
N4 4.7701 -2.3911 -1.6433  0.052
C30 4.3298 -1.9418 -0.5001  -0.165
C31 5.2211 -1.5515 0.5124  -0.051
C32 6.6117 -1.4647 0.1948  -0.078
C33 7.0878 -2.0728 -0.9495  -0.042
C34 6.0590 -2.4614 -1.9061  -0.123
H50 3.2937 -2.0490 -0.2148  0.096
H51 4.8319 -1.1800 1.4489  0.065
H52 7.2832 -1.0091 0.9075  0.097
H53 8.1325 -2.0437 -1.2218  0.095
H54 6.2633 -3.0812 -2.7667  0.100
N5 -6.4458 -3.4783 -0.2153  0.055
C35 -5.1615 -3.2735 -0.3969  -0.177
C36 -4.4981 -2.2093 0.1140  -0.086
C37 -5.1834 -1.2976 0.9400  -0.042
C38 -6.6169 -1.4572 1.1012  -0.039
C39 -7.1344 -2.6235 0.5370  -0.167
H55 -4.6846 -3.9376 -1.1025  0.109
H56 -3.4190 -2.2467 0.0930  0.086
H57 -4.6564 -0.4874 1.4218  0.075
H58 -7.2695 -0.7508 1.5927  0.090
H59 -8.1791 -2.8496 0.6911  0.096
N6 -2.3454 0.1116 -3.6859  0.069
C40 -3.0632 0.6729 -4.6537  -0.189
C41 -4.3132 1.1763 -4.4431  -0.071
C42 -4.9347 1.0409 -3.1572  -0.051
C43 -4.1776 0.5159 -2.1361  -0.070
C44 -2.8982 0.0031 -2.4240  -0.093
H60 -2.8795 0.5024 -5.7042  0.105
H61 -4.8084 1.6499 -5.2779  0.096
H62 -5.9196 1.4593 -3.0117  0.100
H63 -4.5395 0.3682 -1.1294  0.082
H64 -2.4110 -0.5772 -1.6544  0.073

***

What is the charge in the second record?
0

***

Look up the energy of the third one.
-2419.5067 Eh